10 unconnected molecules or ions with the total composition C22H52F6N5O26P3, computed with wB97M-V/def2-TZVPD.

The value obtained for the LUMO energy is -0.2 eV. The orbital gap comes out at 10.2 eV.

XYZ file:
```
114
Properties=species:S:1:pos:R:3:forces:R:3
C 33.8044 -14.4774 -18.5012 0.1 0.4 -1.2
C 33.3558 -13.0242 -18.4642 0.3 -0.9 2.2
O 32.6918 -12.6632 -19.6504 0.5 0.9 -1.3
C 31.4119 -12.8738 -19.8128 0.0 -0.3 0.2
O 30.6669 -13.3462 -19.0092 -0.5 -0.1 0.3
C 30.9272 -12.5247 -21.2465 0.0 -0.4 0.5
F 30.4235 -13.6515 -21.7812 0.3 0.2 -0.1
F 29.9313 -11.6344 -21.2187 0.2 0.1 0.1
F 31.9236 -12.0704 -21.9870 -0.2 0.1 -0.4
H 34.2782 -14.6139 -19.4800 -0.2 -0.3 0.0
H 32.9350 -15.1275 -18.4251 0.3 -0.3 0.2
H 34.6057 -14.6893 -17.7972 -0.4 0.0 0.4
H 34.2292 -12.3979 -18.2872 -0.2 0.4 -0.6
H 32.6990 -12.8893 -17.5982 -0.1 0.2 -0.2
C 19.5904 -15.6353 -16.9736 -1.0 0.7 0.1
C 18.7841 -14.9072 -15.8984 1.5 -0.7 0.4
O 18.4962 -13.6141 -16.4389 -0.4 -0.2 -1.0
C 18.2495 -12.6143 -15.6358 0.3 0.6 1.0
O 18.1144 -12.6425 -14.4513 -0.1 -0.3 0.4
C 18.2516 -11.2623 -16.3652 -0.7 0.1 -1.4
F 19.4937 -10.7941 -16.5468 -0.1 -0.2 0.1
F 17.6856 -11.4365 -17.5909 0.3 0.3 0.4
F 17.5445 -10.3362 -15.7293 0.2 -0.3 0.1
H 19.8202 -16.6487 -16.6572 0.2 0.0 0.0
H 20.4622 -15.0301 -17.2113 0.2 -0.3 0.0
H 18.9386 -15.6612 -17.8491 0.3 -0.2 -0.2
H 19.4052 -14.7458 -15.0147 -0.2 -0.1 0.1
H 17.9338 -15.5199 -15.6036 -0.5 0.6 -0.1
C 27.7730 -13.6966 -18.6983 0.8 -1.1 -0.4
O 26.4106 -13.5785 -18.2822 -0.3 0.8 0.1
P 25.3176 -13.3845 -19.4213 -0.8 -0.8 -0.3
O 25.4155 -14.4147 -20.4762 0.3 0.4 -0.1
O 23.9509 -13.4595 -18.6206 0.5 0.7 -0.2
C 23.5819 -14.6432 -17.8760 0.1 0.4 -0.9
O 25.2935 -11.8728 -19.9345 0.4 -0.9 1.0
C 26.1452 -11.4956 -21.0257 -0.1 0.4 -0.7
H 28.0301 -13.0514 -19.5355 -0.1 0.1 0.1
H 27.9445 -14.7388 -18.9859 -0.1 0.2 -0.2
H 28.4919 -13.5275 -17.9019 -0.5 0.4 0.3
H 22.8436 -15.1854 -18.4669 -0.1 0.0 0.1
H 23.1568 -14.2319 -16.9657 0.1 -0.6 0.3
H 24.4497 -15.2929 -17.7718 -0.1 0.0 0.5
H 25.5069 -11.4926 -21.9090 0.2 -0.1 -0.1
H 27.0231 -12.1206 -21.1809 -0.3 -0.4 0.1
H 26.5316 -10.4888 -20.8682 -0.3 0.0 0.3
C 29.8551 -17.7549 -11.8482 0.3 -0.2 0.9
O 29.5552 -16.8293 -12.8771 -0.6 0.2 -0.7
P 28.1275 -16.1961 -13.1600 0.4 -0.4 0.0
O 27.6889 -15.0916 -12.2938 0.2 -0.4 -0.4
O 28.2477 -15.8382 -14.7226 -0.1 0.2 0.8
C 27.8999 -14.5114 -15.1132 0.2 1.1 -0.5
O 27.1923 -17.4868 -13.1483 0.2 0.3 -0.3
C 25.8281 -17.2831 -13.5263 -0.6 -0.2 0.6
H 30.5204 -18.5431 -12.1977 -0.1 0.2 -0.5
H 28.9803 -18.2460 -11.4230 -0.2 0.2 -0.1
H 30.3862 -17.2165 -11.0620 -0.1 0.0 0.1
H 27.0057 -14.4674 -15.7382 -0.2 -0.4 0.3
H 28.6753 -14.0616 -15.7386 0.3 -0.5 0.1
H 27.7965 -13.8652 -14.2441 -0.2 -0.1 0.0
H 25.2217 -17.6844 -12.7145 -0.1 0.0 0.0
H 25.5721 -17.8306 -14.4311 0.3 0.0 -0.1
H 25.5618 -16.2316 -13.6342 0.2 0.1 -0.1
C 31.3028 -16.0230 -16.2412 -0.6 0.6 0.5
O 31.1185 -16.6172 -17.5156 0.0 -0.2 -0.8
P 29.9000 -17.5999 -17.8175 0.6 -0.2 1.4
O 29.9448 -18.8284 -17.0116 -0.3 0.3 -0.9
O 28.6618 -16.6482 -17.5076 0.0 0.2 -0.2
C 27.3578 -17.1793 -17.3851 -1.7 -0.1 -0.8
O 29.9587 -17.7565 -19.3817 0.1 -0.5 0.3
C 29.8258 -16.6575 -20.2650 0.1 0.7 -0.8
H 31.2043 -14.9431 -16.3833 0.1 0.0 0.1
H 32.2756 -16.2367 -15.8016 0.1 -0.3 -0.4
H 30.5330 -16.3272 -15.5310 0.0 -0.1 -0.1
H 26.6115 -16.5854 -17.9327 0.6 0.7 0.0
H 26.9970 -17.1740 -16.3609 0.5 -0.4 0.2
H 27.1936 -18.1178 -17.9184 0.6 -0.4 0.6
H 28.9382 -16.7771 -20.8870 -0.2 -0.1 0.3
H 30.6607 -16.6199 -20.9689 0.2 -0.3 0.3
H 29.8147 -15.6913 -19.7608 -0.1 -0.1 0.2
C 22.6653 -14.5153 -23.1322 -0.1 -0.1 0.4
N 23.2042 -13.1245 -23.1077 0.7 -1.5 0.5
O 22.8808 -12.4492 -22.1644 -0.3 0.7 0.0
O 24.0562 -12.8600 -23.9228 0.1 0.6 -0.4
H 23.2130 -15.0917 -23.8657 -0.2 0.1 -0.3
H 21.5906 -14.4606 -23.2779 0.0 -0.1 -0.2
H 22.8649 -14.9228 -22.1416 0.0 0.1 0.0
C 26.2779 -10.6231 -24.8502 0.3 -0.9 -0.1
N 27.3133 -11.5850 -25.3673 -0.4 -0.4 0.3
O 27.4885 -11.6429 -26.5638 0.1 0.1 0.1
O 27.8771 -12.2741 -24.5329 0.1 0.2 -0.3
H 25.9772 -11.0568 -23.9039 0.0 0.4 0.1
H 25.4430 -10.6569 -25.5403 0.1 0.3 -0.1
H 26.7911 -9.6695 -24.7843 -0.3 0.1 0.1
C 22.1418 -10.5308 -19.8284 0.3 -0.6 0.2
N 22.4300 -9.3970 -20.7264 -0.1 -0.2 -0.7
O 21.7190 -8.4216 -20.7458 -0.1 0.3 0.3
O 23.3565 -9.5896 -21.4986 0.2 0.3 0.3
H 21.3520 -10.3771 -19.1027 -0.1 0.5 -0.3
H 23.0759 -10.7811 -19.3303 0.0 0.0 -0.1
H 21.9138 -11.3276 -20.5301 -0.1 -0.2 0.3
C 25.3355 -7.3358 -20.1977 0.9 -0.6 -0.1
N 26.1328 -6.9147 -19.0083 0.3 1.1 -0.2
O 25.9513 -5.7885 -18.5937 -0.3 0.0 0.1
O 26.9893 -7.6559 -18.5856 -0.1 -0.7 0.0
H 26.0766 -7.8179 -20.8329 -0.2 0.0 -0.1
H 24.9283 -6.4647 -20.6900 -0.3 0.0 0.3
H 24.6388 -8.1030 -19.8827 -0.3 0.2 0.0
C 25.6936 -16.8513 -22.3502 -0.1 0.5 -0.5
N 25.3920 -17.4741 -21.0365 0.6 -0.6 -0.4
O 24.2571 -17.4528 -20.6167 0.0 0.1 0.0
O 26.3448 -17.9776 -20.4671 -0.3 0.2 0.1
H 26.2196 -15.9346 -22.0938 -0.2 0.1 -0.1
H 24.7745 -16.6677 -22.8958 -0.1 0.2 0.4
H 26.3223 -17.4533 -23.0005 0.2 -0.4 0.6
```
Positions in Å, forces in eV/Å.

Löwdin population analysis, charges in e, atoms 1 to 5:
1 C -0.04
2 C -0.21
3 O 0.05
4 C -0.38
5 O 0.15



2 unconnected molecules or ions with the total composition CH3NO2S, computed with wB97M-V/def2-TZVPD.

The value obtained for the LUMO energy (spin up / spin down) is -1.8 / -1.3 eV. The orbital gap (spin up / spin down) comes out at 8.1 / 8.2 eV.

XYZ file:
```
8
Properties=species:S:1:pos:R:3:forces:R:3
C -0.4668 0.0718 0.2787 0.9 0.1 1.0
N -0.3737 -1.4150 0.2808 -0.5 -1.4 -0.3
O -0.3877 -2.0245 -0.7907 0.4 0.8 0.7
O -0.4110 -1.9866 1.3553 0.3 0.8 -0.1
S -0.8704 0.7226 -1.2802 -0.7 3.3 1.9
H -1.1185 0.3315 1.1293 0.7 0.2 -0.5
H 1.2956 0.7787 1.0787 -2.0 -1.0 -0.9
H -0.6235 -0.3220 -1.9064 0.8 -2.8 -1.7
```
Positions in Å, forces in eV/Å.

Löwdin population analysis, charges in e, atoms 1 to 5:
1 C -0.50
2 N -0.47
3 O 0.00
4 O 0.06
5 S 0.83



Number 1: maximum force 2.43 eV/Å, DFT total energy -4722.56388 Eh. Number 2: maximum force 3.89 eV/Å, DFT total energy -643.07477 Eh.